1.
Molecular formula: C3H9NO3
Method: DFT, ωB97M-V/def2-TZVPD

Last column: Mulliken charge in e.
Positions of all 16 atoms, in Å:
O: -0.5682 3.5819 0.4511  -0.645
O: 2.3170 -0.9917 -0.1370  -0.568
O: 0.8361 0.1679 -1.6009  -0.437
N: -2.1570 -1.3775 1.0414  -0.564
C: -1.0570 -1.3779 0.0735  -0.585
C: 0.0165 -0.4030 0.5729  -0.309
C: 1.1482 -0.5406 -0.4129  0.427
H: -1.2498 3.8179 -0.1940  0.318
H: -0.6644 -2.4252 0.0095  0.295
H: 1.4581 -0.2060 -2.2671  0.344
H: -2.8317 -0.6745 0.9058  0.240
H: 0.2824 3.6298 0.0212  0.318
H: 0.3458 -0.7276 1.6136  0.349
H: -0.4708 0.5954 0.5846  0.275
H: -1.7186 -1.3953 1.9331  0.243
H: -1.3766 -1.1077 -1.0031  0.300

Atomic forces in eV per Å
O -0.7 -0.1 0.3
O -5.3 1.4 -2.0
O 1.2 -2.4 1.0
N 0.7 -1.7 -1.3
C -0.8 -0.4 -0.8
C 0.2 -1.0 0.1
C 4.6 1.4 1.2
H 0.5 -0.1 0.1
H -0.1 0.8 0.0
H -0.3 0.6 0.4
H -0.6 1.0 0.1
H 0.2 0.1 -0.4
H -0.2 0.6 -1.4
H 0.8 -0.4 -0.1
H -0.4 0.3 0.9
H 0.2 -0.3 1.8

Its structure (SMILES) is NCCC(=O)O.O. The value obtained for the energy is -10889.0358 eV. The net charge is 0. The energy above the lowest of the compared OMol25 structures with the same formula, charge and spin is 35.64 kcal per mole. Its HOMO energy is -9.302 eV.

=====

2.
Molecular formula: C3H9NO3
Method: DFT, ωB97M-V/def2-TZVPD

Last column: Mulliken charge in e.
Positions of all 16 atoms, in Å:
O: 1.5620 -0.4397 1.7739  -0.520
O: 0.1425 1.5686 0.4870  -0.691
O: -2.0712 0.3917 1.2561  -0.401
N: -1.4331 -0.0505 0.0856  -0.211
C: 0.0749 0.6052 -1.7498  -1.364
C: -0.2768 0.7260 -0.2955  0.770
C: 1.0867 -1.2273 0.7170  -0.513
H: -0.1433 -1.1221 0.5456  0.336
H: 1.7370 -1.1750 -0.1639  0.203
H: 1.2999 0.4811 1.6063  0.366
H: 1.1088 -2.2680 1.0587  0.321
H: -0.5634 1.2766 -2.3253  0.390
H: -0.0705 -0.4097 -2.1147  0.391
H: -1.4338 1.0469 1.6136  0.360
H: 1.1123 0.8983 -1.8899  0.342
H: -2.1319 -0.3020 -0.6046  0.221

Atomic forces in eV per Å
O 0.1 0.6 0.3
O 0.0 -1.1 -0.6
O 0.4 0.1 0.0
N 0.3 1.6 -0.6
C 0.5 -0.3 0.3
C -3.2 1.1 0.0
C -2.7 -1.5 0.5
H 4.3 -0.6 0.3
H -0.4 0.2 -0.2
H 0.2 -0.4 0.1
H 0.5 0.0 0.0
H 0.0 0.1 0.1
H 0.0 0.0 0.0
H -0.2 -0.1 -0.2
H 0.0 0.0 -0.1
H 0.2 0.3 -0.1

Its structure (SMILES) is CC(=O)NO.CO. The value obtained for the energy is -10886.5657 eV. The net charge is 0. The energy above the lowest of the compared OMol25 structures with the same formula, charge and spin is 92.61 kcal per mole. Its HOMO energy is -8.886 eV.

=====

3.
Molecular formula: C3H9NO3
Method: DFT, ωB97M-V/def2-TZVPD

Last column: Mulliken charge in e.
Positions of all 16 atoms, in Å:
O: -0.6696 -1.0545 0.8452  -0.825
O: -2.0919 0.4299 0.0483  -0.784
O: 0.8220 -0.2385 2.3327  -0.658
N: 0.1923 0.1881 -1.1403  -0.416
C: 0.6930 0.6204 -2.4994  -0.996
C: 1.1174 0.2913 -0.0134  -0.628
C: 0.3894 -0.4436 1.2091  0.582
H: -0.1318 -0.7919 -1.2767  0.421
H: -2.1817 -0.6012 -0.2438  0.454
H: 1.4326 1.3333 0.1698  0.337
H: -0.0842 0.3592 -3.2524  0.323
H: 2.0062 -0.3116 -0.1871  0.315
H: -1.7185 0.3177 0.9927  0.454
H: -0.9876 0.6103 -0.7823  0.653
H: 0.9742 1.5943 -2.5845  0.420
H: 1.6610 0.2694 -2.8416  0.348

Atomic forces in eV per Å
O 2.1 -1.6 1.0
O -1.5 -1.4 -1.2
O 0.3 -0.1 -0.2
N -1.5 0.5 -2.3
C -1.1 -2.2 -0.2
C -0.1 -0.9 0.9
C -0.4 0.9 -0.1
H 0.8 0.6 0.7
H 0.3 3.6 1.6
H -0.5 -0.5 0.1
H 0.6 0.3 0.5
H 0.2 0.1 -0.3
H -0.6 -0.3 -2.0
H 1.7 -0.7 0.4
H -0.4 3.4 0.4
H 0.1 -1.6 0.5

The value obtained for the energy is -10887.2980 eV. The net charge is 0. The energy above the lowest of the compared OMol25 structures with the same formula, charge and spin is 75.72 kcal per mole. Its HOMO energy is -8.937 eV.

=====

4.
Molecular formula: C3H9NO3
Method: DFT, ωB97M-V/def2-TZVPD

Last column: Mulliken charge in e.
Positions of all 16 atoms, in Å:
O: 1.7944 -1.5261 -0.9356  -0.410
O: 1.7280 0.3255 0.3144  -0.633
O: 0.1393 2.6330 0.2917  -0.627
N: -0.8148 -1.2408 1.2407  -0.474
C: -1.2862 -0.9681 -0.0366  0.035
C: 1.4471 -0.2737 -0.6955  0.225
C: -1.6657 0.2299 -0.4682  -0.872
H: 2.1618 -1.9273 -0.1328  0.347
H: 0.7937 1.9109 0.4136  0.377
H: -0.5432 -0.4227 1.7602  0.269
H: -1.5665 1.1168 0.1193  0.270
H: -2.1412 0.3341 -1.4280  0.280
H: -0.1397 -1.9893 1.3737  0.222
H: 0.6163 3.4695 0.3713  0.281
H: -1.5473 -1.8617 -0.5986  0.304
H: 1.0238 0.1900 -1.5897  0.408

Atomic forces in eV per Å
O -0.3 -0.7 -0.1
O -0.3 -0.3 0.1
O 0.3 0.0 0.1
N 0.4 -0.2 0.4
C -0.8 -0.5 0.3
C 1.0 0.9 -0.2
C -0.1 -0.3 -0.3
H 0.1 0.2 0.0
H -0.2 0.5 -0.1
H 0.1 0.1 0.1
H 0.2 0.4 0.2
H -0.1 -0.1 -0.2
H -0.4 0.2 -0.3
H 0.0 -0.3 0.0
H 0.4 0.1 -0.2
H -0.2 -0.1 0.1

Its structure (SMILES) is C=CN.O=CO.O. The value obtained for the energy is -10889.0610 eV. The net charge is 0. The energy above the lowest of the compared OMol25 structures with the same formula, charge and spin is 35.06 kcal per mole. Its HOMO energy is -8.342 eV.

=====

5.
Molecular formula: C3H9NO3
Method: DFT, ωB97M-V/def2-TZVPD

Last column: Mulliken charge in e.
Positions of all 16 atoms, in Å:
O: 0.4071 2.7224 0.0251  -0.620
O: 1.4584 -0.1462 -2.5921  -0.480
O: -0.9835 -0.8209 2.2286  -0.544
N: -0.2741 -1.5183 0.0909  -0.336
C: 1.0798 -0.2082 -1.4618  0.093
C: 0.1736 -0.9192 1.3161  -0.316
C: -0.3299 -0.6737 -1.1109  -0.241
H: 1.5263 0.1081 -0.5042  0.305
H: -1.0156 0.1795 -0.9686  0.192
H: -1.1183 -2.0257 0.3008  0.268
H: 0.4526 3.1826 -0.8249  0.320
H: 0.8882 -1.5560 1.8331  0.265
H: -0.5154 2.7523 0.2947  0.307
H: -1.4279 -0.0058 2.0739  0.265
H: -0.8057 -1.1985 -1.9385  0.336
H: 0.4847 0.1276 1.2378  0.186

Atomic forces in eV per Å
O 0.1 -0.1 -0.2
O 0.9 0.2 0.0
O 1.2 -1.3 0.1
N 0.9 0.2 -0.7
C -2.4 -0.1 0.5
C -2.1 0.6 1.0
C -0.9 -0.4 0.5
H 1.3 0.2 -0.6
H 0.5 0.4 0.1
H -0.1 -0.1 -0.3
H -0.1 -0.1 0.3
H 0.1 0.2 0.1
H 0.0 0.1 -0.1
H -0.5 0.9 -0.3
H 0.4 -0.4 0.0
H 0.7 -0.4 -0.5

Its structure (SMILES) is O=CCNCO.O. The value obtained for the energy is -10888.0593 eV. The net charge is 0. The energy above the lowest of the compared OMol25 structures with the same formula, charge and spin is 58.16 kcal per mole. Its HOMO energy is -9.117 eV.

=====

6.
Molecular formula: C3H9NO3P
Method: DFT, ωB97M-V/def2-TZVPD

Last column: Mulliken charge in e.
Positions of all 17 atoms, in Å:
P: -1.2189 0.5512 -1.2745  0.936
O: -0.8724 0.1249 -2.6536  -0.651
O: 0.7320 0.5802 0.1576  -0.565
O: -2.2947 -0.0885 -0.4485  -0.652
N: 1.2371 -0.5214 0.7931  -0.099
C: 1.4786 -1.6494 -0.1448  -0.710
C: 0.3486 -0.8993 1.9260  -0.911
C: -1.2026 2.4076 -1.0780  -0.814
H: 0.0290 -0.0134 2.3769  0.317
H: 1.6021 -2.5263 0.5386  0.271
H: -0.3694 2.6985 -1.7745  0.217
H: 2.4853 -1.6694 -0.6683  0.181
H: 0.9991 -1.3217 2.7144  0.390
H: -0.5439 -1.5452 1.7072  0.255
H: -0.8831 2.6052 0.0165  0.208
H: -2.1250 2.8762 -1.4035  0.357
H: 0.5982 -1.6092 -0.7844  0.272

Atomic forces in eV per Å
P -0.1 0.2 1.7
O 0.2 0.2 0.5
O -1.5 0.5 -1.8
O 1.0 0.4 -0.5
N 0.1 -0.6 0.5
C 0.8 0.2 1.8
C 1.2 -1.4 -0.6
C 2.2 -0.8 0.7
H -0.8 1.6 0.3
H -0.7 0.2 -0.8
H -0.7 0.1 0.8
H -1.3 0.9 0.2
H -0.3 -0.5 -0.4
H 0.7 0.4 -0.1
H -0.7 -0.1 -1.9
H -0.2 -0.1 0.2
H 0.1 -0.9 -0.6

The value obtained for the energy is -20178.5994 eV. The net charge is -1. The energy above the lowest of the compared OMol25 structures with the same formula, charge and spin is 88.94 kcal per mole. Its HOMO energy is -3.010 eV.

=====

7.
Molecular formula: C3H9NOS
Method: DFT, ωB97M-V/def2-TZVPD

Last column: Mulliken charge in e.
Positions of all 15 atoms, in Å:
S: 2.7452 0.6899 0.4716  -0.210
O: 0.2532 -1.2617 0.9850  -0.580
N: -2.3844 -0.7507 -0.5468  -0.665
C: -0.8659 -0.3503 -0.8232  -0.885
C: 1.1181 0.7124 -0.2502  -0.817
C: 0.0709 -0.0446 0.4085  0.180
H: 0.4158 -0.8529 2.1664  0.420
H: 1.6324 0.1664 -1.2622  0.189
H: -2.2854 -1.6414 0.0338  0.295
H: -2.4941 0.0746 0.2572  0.289
H: 2.4566 1.8546 1.0612  0.111
H: -0.1570 -1.1967 -1.2432  0.366
H: -0.4932 0.5201 1.0571  0.510
H: -1.0085 0.3694 -1.6585  0.313
H: 0.9965 1.7110 -0.6567  0.486

Atomic forces in eV per Å
S 0.5 1.0 1.5
O 2.0 0.8 6.9
N 3.1 1.7 3.6
C -0.6 -2.3 -1.2
C 5.0 -1.5 -4.1
C -3.5 0.4 -3.9
H -0.4 -2.7 -5.4
H -2.6 0.8 2.0
H -0.4 1.5 -0.7
H -0.5 -2.9 -2.4
H 0.8 0.1 0.6
H -2.2 1.0 0.2
H -1.1 2.1 1.6
H 0.8 0.1 1.0
H -1.0 0.0 0.4

The value obtained for the energy is -17625.6315 eV. The net charge is 0. The energy above the lowest of the compared OMol25 structures with the same formula, charge and spin is 105.46 kcal per mole. Its HOMO energy is -9.199 eV.

=====

8.
Molecular formula: C3H9NOS
Method: DFT, ωB97M-V/def2-TZVPD

Last column: Löwdin spin population.
Positions of all 15 atoms, in Å:
S: 1.5106 -0.5765 -0.3088  0.006
O: 1.0054 -1.5720 0.6066  0.010
N: 3.1752 -0.4121 -0.0228  0.002
C: -2.1702 -0.5190 -0.5881  0.886
C: 1.0742 1.0605 0.5592  0.007
C: -2.9703 -0.6244 0.4178  0.884
H: -3.2100 -1.6425 0.7186  0.047
H: 0.8420 1.9285 -0.1442  0.000
H: -1.9147 0.4132 -1.0538  0.051
H: -3.3585 0.2507 0.8073  0.057
H: 3.4274 -1.3456 0.2572  0.000
H: -1.5753 -1.2424 -1.1455  0.047
H: 0.1811 0.9941 1.1814  0.004
H: 3.7261 0.0863 -0.5737  0.000
H: 2.0458 1.4257 0.9323  0.000

Atomic forces in eV per Å
S -0.8 3.3 -0.8
O 0.1 -1.4 1.0
N -3.5 -3.2 3.9
C 8.9 1.5 -11.2
C 0.6 1.5 -2.1
C -6.4 -3.3 8.4
H -0.7 0.6 0.5
H 0.0 -1.4 0.1
H -0.4 0.7 0.0
H -1.0 1.1 1.4
H 0.9 0.0 -0.1
H -0.4 -0.6 0.9
H 0.5 -0.5 0.4
H 2.8 2.3 -3.3
H -0.7 -0.6 0.9

The value obtained for the energy is -17621.8580 eV. As for the spin multiplicity: 3. The net charge is 0. The energy above the lowest of the compared OMol25 structures with the same formula, charge and spin is 52.78 kcal per mole. Its HOMO energy (spin up / spin down) is -5.225 / -8.856 eV.